ORCA calculation (wB97M-V/def2-TZVPD) on a molecular structure, C39H30ClN4O4PPdS.

Calculated values
ΔE to the lowest compared entry with this formula, charge and spin: 0.0 kcal per mole
HOMO level: -7.42 eV
LUMO level: 0.14 eV
Gap between HOMO and LUMO: 7.56 eV
F_max: 0.6 eV Å⁻¹

Geometry as XYZ:
```
81
Properties=species:S:1:pos:R:3:forces:R:3:mulliken_charge:R:1
Pd 0.0728 0.9922 -0.0793 -0.26 -0.03 0.31 1.576
O 4.2732 1.7446 -0.4429 0.15 -0.11 0.04 -0.734
S 3.0793 0.9853 -0.7241 -0.14 0.42 0.13 1.032
O 2.2356 1.4745 -1.7948 0.09 -0.17 0.01 -0.739
N 2.1353 0.8617 0.5772 0.07 0.15 -0.61 0.630
C 2.5894 0.9615 1.8869 -0.07 -0.14 -0.16 -0.149
C 3.8912 0.7897 2.3168 0.04 0.01 -0.01 -0.977
C 4.2398 0.8759 3.6780 -0.09 0.00 -0.01 -1.016
C 3.3047 1.1250 4.6403 0.03 -0.02 -0.04 -0.927
C 1.9610 1.3153 4.2492 -0.02 0.03 0.05 0.886
C 0.9387 1.5987 5.1844 -0.02 0.00 -0.02 -0.812
C -0.3381 1.8113 4.7568 0.05 -0.02 -0.02 -1.234
C -0.5966 1.7321 3.3725 -0.05 0.05 0.09 -0.213
N 0.3132 1.4528 2.4798 0.15 0.00 0.24 0.638
C 1.5953 1.2439 2.8850 -0.09 0.01 0.10 0.006
C 3.5950 -0.6471 -1.2214 -0.14 -0.07 0.15 0.281
C 3.7603 -0.8970 -2.5759 0.07 0.05 -0.01 -0.416
C 4.2357 -2.1341 -2.9889 -0.03 0.04 -0.01 -0.671
C 4.5271 -3.1154 -2.0529 -0.07 -0.06 -0.01 -0.505
C 4.3277 -2.8686 -0.7020 0.00 -0.01 0.02 -0.823
C 3.8607 -1.6332 -0.2812 -0.02 0.07 -0.02 0.041
H 4.6742 0.6034 1.5994 0.01 0.00 -0.07 0.578
H 5.2777 0.7336 3.9514 0.00 0.00 0.01 0.394
H 3.5687 1.1837 5.6884 0.00 0.00 0.01 0.390
H 1.1932 1.6479 6.2365 0.00 0.00 0.01 0.402
H -1.1403 2.0338 5.4468 -0.01 0.01 0.00 0.421
H -1.6026 1.9098 3.0013 0.05 0.04 0.04 0.723
H 3.5228 -0.1216 -3.2909 -0.02 0.00 -0.01 0.479
H 4.3769 -2.3298 -4.0443 -0.01 0.00 0.01 0.392
H 4.8908 -4.0825 -2.3759 0.02 0.00 -0.01 0.426
H 4.5299 -3.6425 0.0271 0.00 0.00 0.00 0.406
H 3.6964 -1.4452 0.7702 -0.04 0.03 0.06 0.281
N -2.1476 2.7471 -1.0949 0.23 0.15 -0.10 0.435
P -2.0190 1.0860 -0.7545 0.15 -0.12 -0.02 0.639
C -3.4864 0.7796 0.2520 -0.05 -0.13 -0.04 0.632
C -4.7422 0.9630 -0.3292 0.05 -0.02 0.01 -0.562
C -5.8895 0.7810 0.4247 -0.01 0.02 -0.01 -0.747
C -5.7849 0.4078 1.7579 -0.04 0.00 0.02 -0.531
C -4.5390 0.2169 2.3350 0.03 0.04 0.01 -1.217
C -3.3855 0.4007 1.5856 -0.12 0.12 -0.03 -0.430
C -2.2988 0.2091 -2.3068 -0.07 0.04 0.07 0.374
C -1.8690 0.7576 -3.5110 0.03 0.06 -0.01 -0.604
C -1.9455 0.0121 -4.6769 -0.01 0.00 0.00 -0.727
C -2.4324 -1.2871 -4.6391 -0.01 0.00 0.03 -0.530
C -2.8477 -1.8409 -3.4355 0.00 0.00 -0.02 -0.700
C -2.7853 -1.0959 -2.2684 0.00 0.01 -0.01 -0.402
C -1.1213 3.6055 -0.7445 0.00 -0.08 -0.01 0.112
C -1.2020 4.9732 -1.0115 0.00 -0.01 0.05 -1.119
C -0.1464 5.7798 -0.6510 0.01 -0.02 0.00 -0.252
C 0.9666 5.2193 -0.0339 0.01 0.00 0.02 -1.247
C 0.9770 3.8630 0.1925 -0.11 -0.01 0.06 -0.088
N -0.0456 3.0633 -0.1485 -0.12 0.05 -0.22 0.426
H -3.0122 3.1669 -1.3998 0.01 0.01 0.00 0.321
H -4.8259 1.2226 -1.3795 0.00 -0.01 0.00 0.395
H -6.8626 0.9180 -0.0283 0.00 0.00 0.00 0.418
H -6.6819 0.2573 2.3448 0.00 -0.01 0.00 0.393
H -4.4609 -0.0897 3.3698 0.00 0.00 0.01 0.452
H -2.4127 0.2196 2.0118 0.02 -0.08 -0.01 0.831
H -1.4605 1.7614 -3.5359 0.00 -0.03 0.01 0.391
H -1.6131 0.4414 -5.6127 0.00 0.00 0.00 0.418
H -2.4813 -1.8714 -5.5487 0.00 -0.01 0.00 0.404
H -3.2152 -2.8578 -3.4022 0.00 -0.01 0.00 0.435
H -3.0925 -1.5326 -1.3263 -0.01 -0.01 0.04 0.446
H -2.0783 5.3724 -1.5028 -0.01 0.01 0.00 0.455
H -0.1854 6.8415 -0.8562 0.00 0.00 0.01 0.411
H 1.8165 5.8154 0.2611 0.00 0.01 -0.01 0.465
H 1.8128 3.3775 0.6700 0.08 -0.10 -0.02 0.387
Cl 0.5370 -7.5921 -1.0902 -0.01 0.01 0.00 -0.234
C 0.2246 -5.9155 -0.7390 0.00 -0.04 0.00 0.422
C -0.6107 -5.5892 0.3174 -0.02 -0.01 -0.02 -0.722
C -0.8574 -4.2535 0.5849 -0.03 0.03 -0.02 -0.163
C -0.2604 -3.2585 -0.1810 0.07 0.04 0.09 0.212
C 0.5828 -3.6060 -1.2280 0.07 0.03 -0.01 -0.068
C 0.8197 -4.9395 -1.5197 0.04 -0.01 0.01 -0.998
C -0.5577 -1.8208 0.1335 -0.13 0.42 -0.42 0.111
O 0.1955 -0.9620 -0.4657 0.26 -0.52 0.14 -0.647
O -1.5113 -1.5234 0.8480 -0.03 -0.17 0.18 -0.542
H -1.0604 -6.3721 0.9120 0.00 0.00 0.00 0.436
H -1.5175 -3.9628 1.3909 0.00 0.01 0.00 0.472
H 1.0558 -2.8253 -1.8082 0.02 0.03 -0.02 0.431
H 1.4687 -5.2229 -2.3357 0.02 -0.01 -0.02 0.440
```
Forces are in eV/Å.

***

ORCA calculation (wB97M-V/def2-TZVPD) on a molecular structure, C39H31CaCl2N8O3.

Calculated values
ΔE to the lowest compared entry with this formula, charge and spin: 27.3 kcal per mole
HOMO level: -3.51 eV
Net charge: -1
LUMO level: 2.18 eV
Gap between HOMO and LUMO: 5.69 eV
F_max: 4.5 eV Å⁻¹

Geometry as XYZ:
```
84
Properties=species:S:1:pos:R:3:forces:R:3:mulliken_charge:R:1
Ca 0.7177 -0.1010 0.5973 -0.78 0.98 -1.29 2.666
C -7.1036 -0.2795 0.1798 -0.31 0.34 0.67 -1.442
C -5.7006 0.2167 0.3101 -0.86 0.93 -0.01 0.801
C -5.2398 1.0834 -0.7011 1.41 -1.69 1.03 -0.851
C -3.8727 1.1084 -0.9438 1.06 -0.74 -0.19 -0.622
C -2.9924 0.3288 -0.1304 0.15 -0.70 0.45 0.041
N -1.7864 -0.1478 -0.5049 -0.21 -0.03 2.40 0.641
C -1.4907 -0.4702 -1.7729 -0.02 1.50 -1.42 -0.464
C -1.6189 -1.8016 -2.1971 -0.60 -0.51 1.88 -0.557
C -1.4642 -2.1654 -3.4725 1.53 1.00 -2.93 -0.853
C -1.1995 -1.1704 -4.4502 -0.97 0.35 -0.25 0.763
C -1.3001 -1.4471 -5.9263 1.04 0.31 -0.01 -1.665
C -1.0564 0.1562 -4.0838 0.09 -0.33 0.66 -0.861
C -1.0599 0.5084 -2.7301 -0.84 -3.26 -1.00 0.828
N -0.6034 1.7413 -2.3979 0.41 3.64 2.07 0.185
C -0.6395 2.9272 -3.1245 0.33 -1.28 1.01 -0.252
C -0.0516 3.8954 -2.3591 1.23 -0.30 1.19 -1.239
C 0.3402 3.2380 -1.1388 -1.98 -1.69 -1.37 -0.521
N -0.0661 1.9448 -1.1438 0.74 1.64 -1.27 0.577
C -3.5139 -0.0624 1.2007 1.20 1.29 -1.68 0.488
C -4.8739 -0.1842 1.3741 0.38 -0.48 0.38 -0.861
N -2.5342 -0.2252 2.2148 1.25 0.08 2.21 0.285
C -2.7665 -0.6488 3.5120 1.39 -0.30 0.09 -0.121
C -1.6164 -0.3085 4.2960 -2.20 -0.27 -1.33 -1.273
C -0.8060 0.3846 3.3999 -0.44 -0.49 -0.82 -0.302
N -1.2623 0.4250 2.1501 -2.32 -0.78 0.96 -0.115
H -7.5427 0.2357 -0.6737 -0.39 -0.07 0.12 0.360
H -7.6868 -0.0830 1.1005 -0.06 -0.25 -0.46 0.305
H -7.1088 -1.3525 -0.0431 -0.12 0.09 0.11 0.271
H -5.9120 1.6004 -1.3391 -0.64 0.13 -0.58 0.414
H -3.4050 1.4467 -1.8851 -0.61 0.30 0.58 0.338
H -1.9108 -2.5920 -1.4800 0.35 0.81 -0.07 0.365
H -1.3251 -3.1716 -3.8128 -0.58 -0.65 0.13 0.313
H -1.0135 -2.4764 -6.1173 0.24 -0.11 -0.33 0.395
H -0.6329 -0.7240 -6.4756 -0.70 -0.91 0.27 0.333
H -2.3212 -1.3384 -6.2692 -0.28 0.16 -0.17 0.301
H -0.9616 0.9571 -4.8184 0.32 -0.43 -0.05 0.191
H -1.0636 2.9318 -4.1039 -0.09 0.14 -0.27 0.442
H 0.3026 4.8893 -2.6045 -0.58 -0.10 -0.21 0.371
H 0.7513 3.6296 -0.2409 0.36 0.29 0.40 0.601
H -5.2592 -0.6566 2.3265 0.18 0.63 -1.32 0.146
H -3.6394 -1.2896 3.8090 0.96 1.06 -0.57 0.265
H -1.4500 -0.5015 5.3409 -0.05 -0.03 0.00 0.437
H 0.1315 0.8424 3.5542 0.87 0.32 0.31 0.540
O 2.4150 -3.5851 -1.6552 -0.49 0.09 0.65 -0.889
C 1.8381 -2.7786 -0.8685 1.35 0.92 -1.91 -0.140
N 2.0451 -1.4394 -0.9223 -1.06 -2.44 1.05 0.030
C 3.0551 -1.0962 -1.8992 -1.22 -1.28 -0.17 -1.172
C 3.5008 0.2994 -1.5779 1.76 -0.42 -0.88 0.563
C 4.5927 0.8308 -2.2932 0.81 0.95 -0.94 -0.668
C 4.9821 2.1717 -2.0432 -1.08 -1.51 -0.63 -0.418
C 4.3033 2.8876 -1.0715 0.34 0.76 0.88 -1.087
C 3.3039 2.2521 -0.3646 -1.33 -0.43 0.15 -0.134
N 2.8968 0.9768 -0.6196 0.07 1.32 0.33 0.430
C 0.9305 -3.4084 0.1520 -0.19 0.18 1.24 0.265
C 0.8423 -4.7972 0.1888 0.60 -0.14 -1.32 -0.622
C 0.0397 -5.4565 1.1101 0.03 -0.25 -0.25 -0.397
C -0.5319 -4.6753 2.0789 -1.68 0.16 1.36 -0.719
C -0.3179 -3.2869 2.0294 -1.19 -0.11 2.55 -0.201
N 0.3347 -2.6489 1.1199 1.25 0.09 -2.39 0.470
H 2.5617 -1.1807 -2.9100 0.58 0.51 0.47 0.215
H 3.8248 -1.9401 -1.9667 -0.40 1.46 0.32 0.451
H 5.1059 0.2371 -3.1299 -0.94 0.87 1.43 0.310
H 5.6369 2.6896 -2.7155 0.69 -0.04 -0.03 0.376
H 4.5887 3.9277 -0.7918 -0.35 -0.87 -0.45 0.376
H 2.6421 2.7721 0.3745 1.15 -0.50 -0.66 0.160
H 1.4254 -5.3149 -0.5928 -0.51 0.25 0.51 0.457
H -0.1358 -6.5387 1.0334 0.20 0.53 0.17 0.393
H -1.2730 -5.0546 2.8627 1.38 0.39 -1.15 0.281
H -0.6667 -2.6505 2.8798 -0.09 -0.58 -0.78 0.192
Cl 5.2182 2.8939 6.3382 0.67 -0.20 0.67 -0.265
C 4.2217 2.4529 5.0157 -0.34 -0.74 -1.50 0.235
C 3.5661 3.5287 4.3862 -0.35 -0.10 -0.95 -0.527
C 2.7246 3.4026 3.2775 1.54 -1.98 2.39 0.251
Cl 2.0292 4.7698 2.5808 -0.48 0.59 -0.61 -0.236
C 2.4106 2.0516 2.8600 -0.61 0.07 -1.32 -0.120
O 1.5946 1.8681 1.8939 0.23 -0.10 1.12 -0.299
C 3.1198 0.9658 3.5409 -0.73 -1.34 -1.30 1.208
C 2.8212 -0.4341 3.1466 -1.19 1.28 -2.31 -0.982
O 2.0537 -0.7363 2.1890 2.63 -0.26 3.63 -0.544
C 4.1036 1.1508 4.5040 -0.28 1.52 1.70 -0.883
H 3.8074 4.5094 4.7542 -0.12 0.33 0.10 0.433
H 3.3527 -1.2185 3.7178 -0.19 0.02 -0.17 0.161
H 4.6442 0.3089 4.9630 -0.32 0.42 -0.31 0.383
```
Forces are in eV/Å.

***

ORCA calculation (wB97M-V/def2-TZVPD) on a molecular structure, C39H31N10OW.

Calculated values
ΔE to the lowest compared entry with this formula, charge and spin: 44.9 kcal per mole
HOMO level (spin up / spin down): -15.92 / -15.92 eV
Net charge: +3
LUMO level (spin up / spin down): -9.50 / -9.50 eV
Gap between HOMO and LUMO (spin up / spin down): 6.42 / 6.42 eV
F_max: 2.9 eV Å⁻¹

Geometry as XYZ:
```
82
Properties=species:S:1:pos:R:3:forces:R:3:mulliken_charge:R:1
W -0.0384 -0.2299 0.1889 2.23 0.54 -0.85 3.228
C -1.4140 2.5152 2.2420 0.10 0.04 -0.10 -1.315
C -1.8977 1.1693 2.6576 0.51 0.14 0.01 0.439
C -3.0162 1.0859 3.4867 0.06 -0.57 0.18 -0.731
C -3.4987 -0.1547 3.8606 0.30 0.55 -0.09 -1.138
C -2.7771 -1.2787 3.4882 0.54 -0.07 -0.35 -0.778
C -1.6303 -1.1396 2.7153 -0.52 0.74 0.21 0.519
N -1.2262 0.0824 2.2354 -0.17 -0.50 -0.09 0.583
C -0.7718 -2.2711 2.3654 0.69 -0.15 -0.53 0.692
C -0.8969 -3.5400 2.9214 0.26 -0.03 -0.17 -0.973
C 0.0090 -4.5379 2.5832 -0.18 0.44 0.00 -1.157
C 1.0570 -4.2333 1.7300 -0.06 0.44 -0.22 -0.995
C 1.1368 -2.9520 1.1862 -0.98 0.11 0.65 0.783
N 0.2147 -1.9844 1.4740 -0.04 -1.19 0.18 0.248
C 2.2297 -2.4294 0.3918 0.53 0.88 -0.58 0.499
C 3.4745 -3.0473 0.2402 -0.68 0.21 0.04 -1.162
C 4.5484 -2.2901 -0.1755 -0.15 0.60 -0.05 -1.389
C 4.3616 -0.9276 -0.4321 -0.03 -0.65 0.16 -0.731
C 3.0803 -0.4147 -0.4207 -0.53 -0.02 -0.24 0.619
C 3.7820 1.7958 -1.5214 -0.13 -0.31 0.07 -1.512
N 2.0112 -1.1451 -0.0369 0.72 -0.50 0.37 0.023
H -1.1828 3.0964 3.1330 0.08 0.10 0.05 0.551
H -2.2120 3.0344 1.7128 0.03 0.05 -0.02 0.425
H -0.5207 2.4468 1.6160 -0.25 0.07 0.16 -0.241
H -3.5070 1.9940 3.7996 -0.05 0.09 -0.03 0.574
H -4.4032 -0.2485 4.4396 -0.09 -0.01 0.12 0.490
H -3.1114 -2.2548 3.7906 -0.03 -0.17 0.08 0.512
H -1.6849 -3.7518 3.6223 -0.08 -0.01 0.11 0.509
H -0.0895 -5.5265 3.0047 0.01 -0.07 0.02 0.503
H 1.7871 -4.9895 1.4926 0.14 0.00 -0.08 0.515
H 3.6090 -4.0817 0.5112 -0.02 -0.08 0.09 0.499
H 5.5300 -2.7300 -0.2469 0.14 -0.04 0.02 0.514
H 5.2209 -0.3028 -0.6055 0.02 0.12 -0.12 0.789
H 5.0862 1.7344 -3.2000 0.00 -0.07 -0.06 0.620
H 4.6450 1.9974 -0.8881 -0.06 0.08 -0.02 0.614
H 3.3452 2.7516 -1.8209 0.10 0.08 0.15 0.461
C 2.3632 2.0969 3.4178 0.22 0.18 -0.23 -1.237
C 3.3085 2.7952 2.6791 -0.33 -0.30 0.01 -0.938
C 3.4166 2.5101 1.3254 -0.09 -0.14 -0.02 -1.100
C 2.5624 1.5891 0.7420 -0.25 0.06 0.02 -0.188
N 1.5389 1.0167 1.4287 0.04 0.34 0.10 0.552
C 1.4976 1.2453 2.7604 -0.22 -0.26 -0.22 -0.108
C 2.7237 1.0450 -0.6909 0.32 -0.04 0.23 1.254
C 4.3051 1.0942 -2.7744 0.03 0.20 0.22 -1.011
C 3.3016 0.8543 -3.8228 -0.31 -0.01 0.22 -0.717
C 1.9678 1.0167 -3.6911 0.97 0.13 -0.70 -0.860
C 1.1735 1.2467 -2.5337 -0.48 -0.01 1.70 -0.183
N 1.3612 1.1001 -1.2359 0.06 -0.46 -0.84 0.167
H 2.2843 2.2276 4.4846 -0.07 -0.01 0.11 0.535
H 3.9581 3.5235 3.1403 0.06 0.03 0.05 0.510
H 4.1685 3.0123 0.7426 0.08 0.01 -0.09 0.514
H 0.7311 0.7222 3.3206 0.08 0.09 -0.17 0.381
H 4.8129 0.1492 -2.5565 0.00 0.11 -0.14 0.536
H 3.6916 0.5576 -4.7878 -0.06 0.04 -0.15 0.487
H 1.3797 0.9591 -4.6001 -0.06 0.00 0.02 0.523
H 0.1519 1.4843 -2.8063 -0.11 -0.28 0.16 0.693
N -0.2757 -1.2261 -2.0813 -0.03 0.17 0.22 -0.279
C -1.5666 -0.7133 -2.5624 -0.16 -0.01 -0.30 -0.426
C -2.3145 -1.4189 -3.4753 0.29 0.25 0.38 -0.525
C -3.5266 -0.9107 -3.9629 -0.18 0.19 0.01 -1.089
C -3.9553 0.3320 -3.5869 0.05 -0.16 -0.04 -0.755
C -3.2032 1.1035 -2.6758 0.41 -0.27 0.24 0.883
C -3.5587 2.4244 -2.3259 0.47 0.09 0.23 -0.934
C -2.7071 3.1459 -1.5263 -0.30 -0.11 -0.35 -1.472
C -1.6039 2.5080 -0.9571 0.51 -0.38 0.06 -0.925
N -1.3037 1.2243 -1.1380 -0.25 0.04 -0.02 0.623
C -2.0249 0.5476 -2.0976 -0.15 0.03 -0.21 0.656
H -0.3510 -2.2532 -2.0626 0.15 0.48 0.21 0.458
H 0.4368 -1.0153 -2.7949 -0.21 -0.16 0.44 0.304
H -1.9733 -2.3785 -3.8306 0.12 -0.17 -0.04 0.496
H -4.1016 -1.5023 -4.6551 -0.09 -0.05 -0.12 0.497
H -4.8650 0.7465 -3.9911 -0.12 0.05 -0.08 0.519
H -4.4611 2.8646 -2.7236 -0.08 0.04 -0.07 0.552
H -2.8903 4.1866 -1.3087 0.01 0.06 0.05 0.469
H -0.9148 3.0834 -0.3514 -0.14 -0.15 0.17 0.942
O -1.6422 -1.0928 0.0047 -2.85 0.11 0.22 1.136
N -2.6862 -1.9236 0.0311 -0.95 -0.84 -0.01 -1.169
C -3.8650 -1.3850 0.2321 2.22 -0.24 -0.28 0.983
C -3.9164 0.0095 0.4391 0.30 1.66 0.30 0.105
N -3.6462 1.1117 0.6399 -0.91 -0.52 -0.25 -0.331
C -5.0319 -2.1752 0.2997 -0.02 -0.41 -0.12 -0.304
N -5.9992 -2.7815 0.3776 -0.36 -0.21 0.04 -0.310
```
Forces are in eV/Å.